Entry 1:
Formula: C6H16
Source: the OMol25 dataset
Level of theory: ωB97M-V with the def2-TZVPD basis set

Computed properties:
**Structure (SMILES)**: CCC.CCC
**Orbital gap**: 0.4562 hartree
**Energy relative to the best compared isomer or geometry (same formula, charge and spin)**: 12.3 kcal per mole
**Net charge**: 0
**HOMO**: -11.285 eV

CARTESIAN COORDINATES (ANGSTROEM)
1 C -1.807 -2.074 -0.777
2 C -1.476 -1.764 0.694
3 C -2.022 -0.832 -1.646
4 H -1.034 -2.708 -1.223
5 H -2.698 -2.655 -0.870
6 H -1.079 -0.756 0.758
7 H -2.887 -0.298 -1.243
8 H -1.195 -0.124 -1.629
9 H -0.857 -2.536 1.109
10 H -2.413 -1.795 1.255
11 H -2.229 -1.130 -2.669
12 C 2.046 2.042 0.484
13 C 2.602 0.660 0.062
14 C 0.662 1.913 1.160
15 H 1.900 2.667 -0.388
16 H 2.687 2.540 1.202
17 H 3.499 0.461 0.629
18 H 1.852 -0.102 0.243
19 H 0.031 2.798 1.035
20 H 2.936 0.651 -0.976
21 H 0.786 1.734 2.226
22 H 0.086 1.134 0.666

***

Entry 2:
Formula: C22H22ClHfN7O16S
Source: the OMol25 dataset
Level of theory: ωB97M-V with the def2-TZVPD basis set

Computed properties:
**Orbital gap**: 0.2819 hartree
**Energy relative to the best compared isomer or geometry (same formula, charge and spin)**: 5.0 kcal per mole
**Net charge**: 0
**HOMO**: -9.257 eV

CARTESIAN COORDINATES (ANGSTROEM)
1 Hf 0.550 1.443 -0.577
2 C -3.157 1.538 1.281
3 C -1.884 1.298 2.005
4 N -0.710 1.028 1.456
5 C 0.176 0.864 2.492
6 C -0.457 1.026 3.682
7 N -1.762 1.295 3.346
8 C -0.068 0.946 5.111
9 O 1.171 0.590 5.368
10 O -0.889 1.192 5.961
11 C 1.585 0.566 2.162
12 O 2.378 0.187 3.020
13 O 1.843 0.684 0.905
14 H -2.962 1.540 0.213
15 H -3.587 2.498 1.568
16 H -3.874 0.746 1.503
17 H -2.477 1.483 4.033
18 H 1.682 0.404 4.533
19 O -1.304 4.237 1.339
20 Cl -0.421 4.056 0.255
21 O -0.085 5.247 -0.407
22 O -0.988 3.058 -0.715
23 O 0.801 3.322 0.687
24 O -3.160 -3.862 -5.428
25 N -2.396 -2.933 -5.622
26 O -1.863 -2.669 -6.686
27 C -2.096 -2.056 -4.482
28 C -2.689 -2.311 -3.263
29 C -2.374 -1.514 -2.187
30 C -1.461 -0.415 -2.264
31 O -1.145 0.283 -1.241
32 C -0.979 -0.171 -3.583
33 C -1.255 -0.982 -4.661
34 N -0.206 1.032 -3.865
35 O 0.256 1.184 -4.968
36 O -0.110 1.879 -2.986
37 N -3.041 -1.861 -0.925
38 O -2.516 -1.536 0.133
39 O -4.135 -2.389 -1.001
40 H -3.381 -3.130 -3.149
41 H -0.834 -0.764 -5.630
42 N 2.783 -2.242 0.455
43 C 1.614 -1.872 -0.065
44 S 1.619 -1.064 -1.572
45 N 0.480 -2.096 0.623
46 C 0.280 -2.864 1.813
47 C 1.035 -3.991 2.131
48 C 0.766 -4.689 3.303
49 C -0.250 -4.286 4.152
50 C -1.016 -3.178 3.818
51 C -0.756 -2.470 2.658
52 H 3.598 -1.879 -0.010
53 H 2.859 -2.452 1.440
54 H -0.352 -1.668 0.241
55 H 1.798 -4.357 1.463
56 H 1.357 -5.565 3.541
57 H -0.450 -4.835 5.062
58 H -1.823 -2.858 4.466
59 H -1.357 -1.609 2.396
60 C 3.266 3.102 -3.376
61 C 2.658 3.284 -1.998
62 C 3.682 3.742 -0.976
63 O 2.077 2.053 -1.584
64 H 3.683 4.045 -3.736
65 H 2.512 2.761 -4.086
66 H 4.067 2.360 -3.335
67 H 1.858 4.027 -2.070
68 H 4.514 3.035 -0.939
69 H 3.246 3.810 0.019
70 H 4.075 4.724 -1.248

***

Entry 3:
Formula: C25H29AuIN6
Source: the OMol25 dataset
Level of theory: ωB97M-V with the def2-TZVPD basis set

Computed properties:
**2S+1**: 3
**Orbital gap (alpha / beta)**: 0.2644 / 0.1853 hartree
**Net charge**: +1
**<S²>**: 2.07
**HOMO (alpha / beta)**: -9.809 / -9.724 eV

CARTESIAN COORDINATES (ANGSTROEM)
1 Au -0.048 0.620 -0.246
2 C 1.266 -0.966 2.648
3 C 0.418 0.012 3.492
4 C -0.554 0.955 2.739
5 N -1.078 0.311 1.545
6 C -1.980 -0.633 1.617
7 C -2.841 -0.779 2.744
8 C -3.428 -1.915 3.257
9 C -3.127 -3.239 2.953
10 C -2.270 -3.709 1.938
11 C -1.800 -3.017 0.866
12 C -2.051 -1.629 0.478
13 N -2.153 -1.460 -0.780
14 C -2.554 -0.334 -1.586
15 C -1.821 -0.360 -2.955
16 C -0.643 0.620 -3.138
17 N 0.470 0.468 -2.216
18 C 1.547 -0.280 -2.438
19 C 1.672 -1.098 -3.575
20 C 2.790 -1.665 -4.161
21 C 4.122 -1.510 -3.817
22 C 4.609 -0.860 -2.692
23 C 3.934 -0.337 -1.607
24 C 2.552 -0.218 -1.350
25 N 2.057 0.058 -0.157
26 C 2.786 0.453 1.031
27 C 2.667 -0.519 2.214
28 H 1.410 -1.861 3.255
29 H 0.712 -1.288 1.766
30 H -0.186 -0.593 4.172
31 H 1.070 0.632 4.110
32 H -1.354 1.247 3.425
33 H -0.051 1.865 2.415
34 H -3.054 0.145 3.270
35 H -4.117 -1.762 4.078
36 H -3.575 -3.994 3.588
37 H -2.031 -4.765 1.969
38 H -1.258 -3.567 0.105
39 H -3.624 -0.464 -1.770
40 H -2.438 0.646 -1.098
41 H -1.483 -1.385 -3.113
42 H -2.538 -0.129 -3.745
43 H -0.287 0.542 -4.168
44 H -1.014 1.640 -3.006
45 H 0.738 -1.286 -4.091
46 H 2.594 -2.264 -5.043
47 H 4.854 -1.940 -4.488
48 H 5.690 -0.806 -2.621
49 H 4.574 0.016 -0.809
50 H 3.850 0.582 0.830
51 H 2.406 1.437 1.334
52 H 3.230 -1.419 1.958
53 H 3.178 -0.050 3.060
54 I -3.659 6.237 -0.326
55 C -2.062 4.914 -0.267
56 C -0.725 5.215 -0.157
57 N -0.073 4.037 -0.166
58 N -0.903 2.994 -0.281
59 C -2.118 3.513 -0.347
60 H -0.224 6.165 -0.073
61 H 0.921 3.886 -0.131
62 H -2.995 2.893 -0.439

***

Entry 4:
Formula: C28H39Br33N3O3S2
Source: the OMol25 dataset
Level of theory: ωB97M-V with the def2-TZVPD basis set

Computed properties:
**Orbital gap**: 0.2554 hartree
**Net charge**: +1
**HOMO**: -10.870 eV

CARTESIAN COORDINATES (ANGSTROEM)
1 C -0.730 -0.707 4.139
2 C -1.567 0.527 3.754
3 C -2.838 0.162 2.984
4 O -2.576 -1.053 2.197
5 C -2.922 -0.967 0.912
6 C -4.133 -1.479 0.475
7 C -4.445 -1.404 -0.875
8 C -5.771 -1.969 -1.296
9 O -6.036 -3.090 -0.984
10 O -6.617 -1.195 -1.994
11 C -3.567 -0.834 -1.801
12 C -3.823 -0.796 -3.299
13 C -4.119 -2.167 -3.929
14 C -2.874 -2.987 -4.291
15 S -1.736 -3.244 -2.914
16 C -0.117 -2.955 -3.562
17 S 0.204 -2.632 -5.114
18 N 0.942 -2.991 -2.603
19 C 0.870 -4.173 -1.675
20 C 0.163 -3.914 -0.331
21 C 1.077 -1.746 -1.845
22 C 1.573 -0.589 -2.725
23 C -2.385 -0.325 -1.292
24 N -2.087 -0.389 0.019
25 N -0.900 0.148 0.497
26 H -0.030 -0.969 3.346
27 H -1.334 -1.568 4.425
28 H -0.120 -0.465 5.011
29 H -1.785 1.103 4.651
30 H -0.969 1.128 3.065
31 H -3.127 0.970 2.308
32 H -3.681 -0.037 3.647
33 H -4.811 -1.952 1.170
34 H -7.036 -1.787 -2.638
35 H -2.906 -0.427 -3.771
36 H -4.580 -0.050 -3.517
37 H -4.639 -1.971 -4.870
38 H -4.786 -2.805 -3.347
39 H -2.372 -2.589 -5.173
40 H -3.222 -3.979 -4.590
41 H 0.323 -4.970 -2.172
42 H 1.854 -4.552 -1.448
43 H -0.893 -3.660 -0.430
44 H 0.174 -4.864 0.212
45 H 0.685 -3.207 0.314
46 H 1.858 -1.912 -1.102
47 H 0.131 -1.456 -1.373
48 H 2.265 -0.951 -3.485
49 H 2.033 0.197 -2.127
50 H 0.732 -0.170 -3.288
51 H -1.634 0.137 -1.918
52 H -0.464 -0.466 1.178
53 H -0.279 0.407 -0.257
54 C 2.873 0.697 3.901
55 Br 3.118 -1.076 4.598
56 Br 4.473 1.747 4.005
57 Br 2.163 0.655 2.103
58 H 2.131 1.182 4.520
59 C 3.769 -5.721 -4.621
60 Br 2.567 -4.591 -3.606
61 Br 5.329 -4.755 -5.201
62 Br 4.246 -7.325 -3.655
63 H 3.243 -6.036 -5.512
64 C -1.045 -2.389 8.151
65 Br -1.406 -4.157 7.486
66 Br 0.696 -1.770 7.611
67 Br -2.425 -1.142 7.647
68 H -1.045 -2.446 9.230
69 C -4.315 3.739 -2.673
70 Br -5.472 4.658 -1.448
71 Br -2.766 4.780 -3.128
72 Br -3.812 1.988 -1.998
73 H -4.873 3.576 -3.585
74 C -5.951 -4.368 -7.487
75 Br -7.167 -3.604 -8.759
76 Br -4.202 -3.567 -7.608
77 Br -6.642 -4.289 -5.686
78 H -5.843 -5.415 -7.736
79 C 8.077 -6.359 -8.521
80 Br 8.747 -5.113 -7.213
81 Br 6.432 -7.175 -7.946
82 Br 7.899 -5.544 -10.254
83 H 8.810 -7.148 -8.612
84 C 5.441 5.049 6.612
85 Br 6.151 6.160 8.011
86 Br 3.800 4.196 7.149
87 Br 5.229 6.007 4.955
88 H 6.164 4.266 6.435
89 C -2.554 -5.277 -10.760
90 Br -0.827 -5.909 -10.192
91 Br -2.463 -4.371 -12.454
92 Br -3.859 -6.694 -10.781
93 H -2.884 -4.553 -10.029
94 C 5.959 9.886 9.084
95 Br 4.741 10.669 7.821
96 Br 7.705 10.691 8.983
97 Br 5.250 9.918 10.872
98 H 6.072 8.848 8.810
99 C 1.255 8.822 11.037
100 Br 2.019 7.305 10.122
101 Br 2.208 9.221 12.659
102 Br 1.139 10.359 9.886
103 H 0.247 8.553 11.316
104 C 4.967 11.906 3.520
105 Br 5.072 10.032 3.949
106 Br 3.149 12.539 3.558
107 Br 6.111 12.957 4.655
108 H 5.325 12.023 2.508

***

Entry 5:
Formula: C24H37N5OSSi2V
Source: the OMol25 dataset
Level of theory: ωB97M-V with the def2-TZVPD basis set

Computed properties:
**2S+1**: 3
**Orbital gap (alpha / beta)**: 0.2424 / 0.2320 hartree
**Energy relative to the best compared isomer or geometry (same formula, charge and spin)**: 20.1 kcal per mole
**Net charge**: -1
**<S²>**: 2.06
**HOMO (alpha / beta)**: -4.038 / -3.757 eV

CARTESIAN COORDINATES (ANGSTROEM)
1 V 0.154 0.012 0.150
2 N -1.670 -2.547 3.333
3 C -0.941 -1.956 2.318
4 S -1.479 -2.206 0.723
5 N 0.161 -1.355 2.654
6 N 0.880 -0.827 1.635
7 C 2.183 -0.862 1.769
8 C 3.141 -0.332 0.862
9 C 4.498 -0.366 1.238
10 C 5.507 0.086 0.423
11 C 5.196 0.580 -0.841
12 C 3.884 0.626 -1.255
13 C 2.818 0.195 -0.441
14 O 1.609 0.277 -0.882
15 H -2.622 -2.766 3.079
16 H -1.542 -2.128 4.242
17 H 2.566 -1.340 2.673
18 H 4.748 -0.754 2.220
19 H 6.535 0.062 0.762
20 H 5.984 0.932 -1.497
21 H 3.639 1.023 -2.233
22 C 2.157 3.198 0.477
23 Si 0.748 2.132 1.292
24 C 1.352 2.082 3.143
25 C -0.758 3.341 1.288
26 C -0.676 4.624 1.815
27 C -1.759 5.487 1.788
28 C -2.949 5.062 1.223
29 C -3.036 3.789 0.689
30 C -1.956 2.915 0.707
31 Si -2.008 1.162 -0.135
32 C -3.624 0.370 0.620
33 C -2.658 1.724 -1.899
34 H 2.104 4.238 0.787
35 H 2.080 3.178 -0.605
36 H 3.138 2.820 0.745
37 H 1.369 3.076 3.583
38 H 2.355 1.669 3.214
39 H 0.701 1.459 3.753
40 H 0.257 4.966 2.248
41 H -1.676 6.487 2.200
42 H -3.803 5.729 1.191
43 H -3.967 3.471 0.238
44 H -4.516 0.962 0.431
45 H -3.523 0.254 1.697
46 H -3.788 -0.620 0.205
47 H -3.498 2.406 -1.805
48 H -2.985 0.883 -2.500
49 H -1.874 2.242 -2.445
50 C -1.817 -2.881 -6.100
51 C -2.217 -1.516 -5.535
52 N -1.255 -0.983 -4.603
53 C -0.105 -0.299 -5.155
54 C 1.185 -1.122 -5.111
55 C -1.334 -1.182 -3.238
56 C -2.503 -1.969 -2.721
57 N -0.511 -0.739 -2.386
58 H -2.592 -3.265 -6.761
59 H -1.665 -3.590 -5.291
60 H -0.887 -2.805 -6.659
61 H -3.190 -1.596 -5.049
62 H -2.323 -0.805 -6.365
63 H 0.046 0.639 -4.606
64 H -0.334 -0.038 -6.192
65 H 1.393 -1.442 -4.095
66 H 2.021 -0.521 -5.460
67 H 1.106 -2.009 -5.736
68 H -3.430 -1.417 -2.869
69 H -2.361 -2.106 -1.652
70 H -2.582 -2.942 -3.202
71 H 0.251 -0.171 -2.742

***

Entry 6:
Formula: C6H12N2
Source: the OMol25 dataset
Level of theory: ωB97M-V with the def2-TZVPD basis set

Computed properties:
**Orbital gap**: 0.3284 hartree
**Energy relative to the best compared isomer or geometry (same formula, charge and spin)**: 182.4 kcal per mole
**Net charge**: 0
**HOMO**: -8.008 eV

CARTESIAN COORDINATES (ANGSTROEM)
1 C 0.731 -0.246 1.838
2 C 0.046 -0.433 0.335
3 C 1.051 -0.441 -0.714
4 C 0.053 1.680 -0.969
5 C -0.961 0.550 -0.411
6 C -1.128 -1.247 0.433
7 H 1.533 -1.269 1.541
8 H -0.071 -0.410 2.879
9 H 1.170 0.902 1.874
10 H 0.317 -1.068 -1.333
11 H 2.215 -0.664 -0.585
12 H 1.792 0.860 -2.197
13 H 0.387 2.287 -0.176
14 H -0.357 2.419 -1.730
15 H -0.959 0.065 -1.426
16 H -2.911 -0.119 0.612
17 H -0.879 -2.057 1.230
18 H -1.290 -1.739 -0.554
19 N 1.157 0.938 -1.347
20 N -1.897 -0.007 0.700

***

Calculated values (eV) of total energy for the records, taken in order: -6481.126, -91019.783, -47118.342, -2373341.697, -87267.365, -9388.941.